Record 1
Entry from the Open Molecules 2025 dataset: one molecule with the formula C4H4N2O2 (wB97M-V/def2-TZVPD).

```
12
Properties=species:S:1:pos:R:3:nbo_charge:R:1
O 2.71 -1.00 -0.02 -0.509
C 1.66 -0.47 -0.17 0.696
N 1.27 0.95 0.01 -0.622
C -0.14 0.59 0.31 -0.125
C -1.59 0.49 -0.24 0.022
N -2.07 -0.68 -0.11 -0.085
O -0.97 -1.53 0.38 -0.370
C 0.17 -0.88 -0.21 -0.029
H 1.90 1.50 0.44 0.399
H -0.47 0.50 1.37 0.209
H -2.28 1.28 -0.42 0.222
H -0.20 -0.74 -1.34 0.191
```

As for the HOMO energy: -10.0 eV. The value obtained for the total energy is -11282.1016 eV. The relative energy (zero: lowest compared OMol25 entry of this formula, charge and spin) is 6.438 eV. The gap between HOMO and LUMO comes out at 10.48 eV.



Record 2
Entry from the Open Molecules 2025 dataset: one molecule with the formula C4H4N2O2 (wB97M-V/def2-TZVPD).

```
12
Properties=species:S:1:pos:R:3:nbo_charge:R:1
N -2.75 -1.63 0.12 -0.319
C -1.74 -1.10 -0.06 0.233
C -0.55 -0.24 -0.17 0.090
C -0.78 0.99 0.26 0.043
N 0.10 2.04 -0.11 -0.791
O 0.51 -0.70 -0.90 -0.533
C 1.59 -1.40 -0.26 0.636
O 1.69 -1.30 0.92 -0.522
H -1.63 1.17 0.96 0.235
H 0.85 1.69 -0.66 0.378
H 0.44 2.54 0.68 0.380
H 2.28 -2.05 -0.79 0.170
```

As for the HOMO energy: -9.3 eV. The value obtained for the total energy is -11286.1836 eV. The relative energy (zero: lowest compared OMol25 entry of this formula, charge and spin) is 2.356 eV. The gap between HOMO and LUMO comes out at 9.89 eV.



Record 3
Entry from the Open Molecules 2025 dataset: one molecule with the formula C4H4N2O2 (wB97M-V/def2-TZVPD).

```
12
Properties=species:S:1:pos:R:3:nbo_charge:R:1
O 1.90 -0.34 -0.51 -0.717
C 0.92 0.07 0.49 0.086
C -0.16 -1.07 0.82 -0.412
C -1.15 -0.36 -0.25 0.085
N -2.19 -0.04 -0.98 -0.041
O -1.93 1.19 -1.35 -0.146
N -0.77 1.76 -0.76 -0.083
C -0.29 0.74 -0.17 0.061
H 2.26 0.56 -1.22 0.497
H 1.33 0.60 1.44 0.189
H -0.36 -1.11 1.88 0.239
H 0.43 -2.01 0.63 0.241
```

As for the HOMO energy: -10.7 eV. The value obtained for the total energy is -11281.5189 eV. The relative energy (zero: lowest compared OMol25 entry of this formula, charge and spin) is 7.021 eV. The gap between HOMO and LUMO comes out at 11.04 eV.



Record 4
Entry from the Open Molecules 2025 dataset: one molecule with the formula C4H4N2O2 (wB97M-V/def2-TZVPD).

```
12
Properties=species:S:1:pos:R:3:nbo_charge:R:1
O 2.97 -1.13 0.14 -0.563
C 1.99 -0.45 -0.07 0.738
N 1.95 0.98 -0.05 -0.453
C 0.69 1.30 -0.13 0.112
C -0.15 0.16 -0.08 -0.026
C -1.49 0.17 0.10 0.158
O -2.23 -0.92 -0.09 -0.640
N 0.68 -0.94 -0.32 -0.634
H 0.28 2.34 -0.08 0.209
H -2.01 1.09 0.22 0.175
H -3.10 -0.65 0.46 0.490
H 0.43 -1.96 -0.12 0.434
```

As for the HOMO energy: -8.7 eV. The value obtained for the total energy is -11286.8614 eV. The relative energy (zero: lowest compared OMol25 entry of this formula, charge and spin) is 1.678 eV. The gap between HOMO and LUMO comes out at 8.54 eV.